No. 1
Here is a molecular structure, C5H12NO at a distorted geometry from the Open Molecules 2025 dataset. Energies are from ωB97M-V with the def2-TZVPD basis set.

Element x y z (Å)
C1 0.131646 0.013046 -1.863337
O1 1.934095 1.619652 -0.449783
C2 -0.591632 1.067056 -1.074233
C3 -0.738703 1.078291 0.306940
C4 -0.132306 -0.136406 1.062220
C5 -0.355006 -2.451314 1.244637
N1 -1.009554 -1.250730 0.894541
H1 0.363935 -0.942737 -1.353123
H2 -0.355938 -0.123549 -2.835030
H3 2.647729 2.218201 -0.212509
H4 1.118162 0.586653 -2.013033
H5 -1.205233 1.785856 -1.617633
H6 -1.329947 1.821695 0.837973
H7 0.383121 1.531578 -0.249597
H8 0.107425 0.194068 2.099732
H9 0.847151 -0.263060 0.553300
H10 -0.505355 -2.865097 2.255664
H11 -0.814355 -3.330065 0.758854
H12 0.731812 -2.370846 1.164279

Cartesian forces (eV/Å) of the 6 atoms listed first:
1.213 1.308 -0.176
-1.591 -0.869 0.231
-2.391 -1.645 0.652
0.156 -1.372 -0.837
-1.814 1.784 -1.120
-0.102 -0.390 -0.798

Energy relative to the best compared isomer or geometry (same formula, charge and spin), kcal/mol: 199.4
Total charge: +1
Max |F|, eV/A: 3.01
Kohn-Sham gap, eV: 4.2

Mulliken atomic charge list, values in e, 2 entries:
1 C -1.025
2 O -0.759

No. 2
Here is 2 unconnected molecules or ions with the total composition C4H5FINO2 at a distorted geometry from the Open Molecules 2025 dataset. Energies are from ωB97M-V with the def2-TZVPD basis set.

Element x y z (Å)
C1 2.132256 0.773736 -0.941058
C2 0.989434 0.187453 -0.908452
N1 0.018755 -0.652626 -1.013720
O1 -0.989755 -0.896191 -0.286849
O2 -0.100259 -1.247177 -2.354498
H1 2.312912 1.749707 -1.297786
H2 2.860413 0.151796 -0.462097
H3 -1.074304 -1.273578 -2.589182
C3 -1.943409 0.564991 2.319337
C4 -0.736617 1.039820 1.806877
F1 0.411367 0.300162 1.762154
I1 -0.342423 2.939909 1.028389
H4 -2.874654 1.310627 2.402388
H5 -2.030826 -0.423165 2.751734

Cartesian forces (eV/Å) of the 6 atoms listed first:
-0.075 -1.217 0.736
-2.567 -1.715 -1.227
-1.241 0.866 -0.716
1.222 0.297 -0.286
0.205 0.166 0.048
0.147 0.928 -0.117

Energy relative to the best compared isomer or geometry (same formula, charge and spin), kcal/mol: 69.0
Total charge: 0
Max |F|, eV/A: 3.70
Kohn-Sham gap, eV: 9.2

Mulliken atomic charge list, values in e, 2 entries:
1 C -0.678
2 C 0.271

No. 3
Here is 7 unconnected molecules or ions with the total composition C14H43O7 at a distorted geometry from the Open Molecules 2025 dataset. Energies are from ωB97M-V with the def2-TZVPD basis set.

Element x y z (Å)
O1 0.121991 -0.886823 -0.145656
H1 -0.806260 -1.254466 0.020840
H2 0.845837 -1.317129 0.410268
H3 0.161728 0.099743 -0.083075
C1 -2.299745 -1.214374 4.342917
C2 -1.889730 -0.084086 3.423814
O2 -0.849945 -0.497138 2.534978
H4 -3.069291 -0.927831 5.056052
H5 -1.404992 -1.537525 4.887300
H6 -2.615152 -2.086552 3.769241
H7 -1.621374 0.834482 3.957006
H8 -2.739868 0.237994 2.817929
H9 -0.086725 -0.700641 3.086628
C3 2.729210 2.886317 0.431390
C4 2.367780 1.608633 1.154004
O3 2.629564 0.467392 0.331468
H10 2.454447 3.771190 1.020430
H11 2.155020 2.971713 -0.490265
H12 3.792588 3.066464 0.263975
H13 1.296302 1.537254 1.387827
H14 2.809255 1.489913 2.155760
H15 3.500053 0.553551 -0.071737
C5 -2.240285 -4.065754 -0.817147
C6 -2.812427 -2.670716 -1.024572
O4 -2.367434 -1.725918 -0.045059
H16 -2.385019 -4.644397 -1.724742
H17 -2.560049 -4.529416 0.113629
H18 -1.161426 -3.920046 -0.679055
H19 -3.905366 -2.709996 -0.954011
H20 -2.570103 -2.301275 -2.022996
H21 -3.061744 -1.534909 0.585808
C7 1.794059 -4.280233 0.948771
C8 1.823132 -3.321572 2.120694
O5 1.766612 -1.962214 1.681446
H22 2.063809 -5.303128 1.205648
H23 2.519979 -3.936873 0.205058
H24 0.831534 -4.342315 0.441683
H25 2.682048 -3.480385 2.774735
H26 0.957562 -3.546435 2.759557
H27 2.356129 -1.438823 2.229200
C9 -2.186311 2.376058 0.925136
C10 -1.401353 2.843340 -0.288568
C11 -0.461273 3.990337 0.078348
O6 -0.596618 1.736984 -0.739172
H28 -2.597713 1.386540 0.702696
H29 -3.005688 3.058223 1.141004
H30 -1.538604 2.219345 1.786764
H31 -2.135201 3.191810 -1.020078
H32 0.059425 3.834896 1.022109
H33 -1.065078 4.888865 0.265059
H34 0.197218 4.212477 -0.760075
H35 -0.310403 1.995792 -1.636395
C12 1.452053 0.430129 -3.034814
C13 1.295837 1.659246 -3.908269
C14 1.126632 1.288245 -5.367343
O7 0.178417 2.433167 -3.437409
H36 0.541129 -0.161967 -3.163882
H37 1.582051 0.669202 -1.979761
H38 2.315351 -0.157364 -3.342713
H39 2.188927 2.293334 -3.819913
H40 1.901688 0.621131 -5.749476
H41 1.166835 2.130277 -6.063194
H42 0.170988 0.769383 -5.489949
H43 -0.090012 2.986873 -4.179847

Cartesian forces (eV/Å) of the 6 atoms listed first:
0.534 -0.342 -0.118
-0.163 0.298 0.178
-0.299 0.250 0.243
-0.436 0.067 -0.189
0.696 -0.134 0.045
-0.669 0.257 -0.139

Energy relative to the best compared isomer or geometry (same formula, charge and spin), kcal/mol: 8.8
Total charge: +1
Max |F|, eV/A: 1.56
Kohn-Sham gap, eV: 10.8

Mulliken atomic charge list, values in e, 2 entries:
1 O 0.080
2 H 0.403

What is the energy relative to the best compared isomer or geometry (same formula, charge and spin) in the second record? 69.0 kcal/mol

The highest max |F| belongs to which entry? C4H5FINO2